DFT (ωB97M-V/def2-TZVPD) results for C3H6N2O3S as an isolated structure in a non-equilibrium geometry.

Last column: natural (NBO) charge in e.
Cartesian coordinates (Å):
1 C 1.127 1.192 0.775  0.15
2 C 1.688 0.071 -1.156  -0.08
3 C -0.454 0.392 -0.256  -0.42
4 N 2.066 0.920 0.033  -0.41
5 N 0.368 -0.541 -0.932  -0.63
6 O -1.823 0.763 1.968  -0.89
7 O -2.750 -0.819 0.201  -0.89
8 O -0.802 -1.424 1.426  -0.98
9 S -1.490 -0.220 1.031  2.38
10 H 1.042 1.720 1.696  0.21
11 H 1.520 0.557 -2.041  0.20
12 H 2.338 -0.832 -1.302  0.21
13 H -0.854 1.282 -0.817  0.24
14 H 0.446 -1.391 -0.385  0.40
15 H -2.423 -1.669 -0.241  0.52

Properties
- energy relative to the best compared isomer or geometry (same formula, charge and spin) (kcal per mole) = 65.2
- E (a.u.) = -851.22967
- orbital gap (eV) = 9.8
- multiplicity = 1
- LUMO level (eV) = 0.52
- HOMO energy (eV) = -9.3